# 1
The following is a DFT calculation (ωB97M-V with the def2-TZVPD basis set) of C48H53MnO2P2SSiTe as an isolated structure in a non-equilibrium geometry.

```
109
Properties=species:S:1:pos:R:3:forces:R:3:lowdin_spin:R:1
Mn -0.316999 -0.516777 -0.895754 -5.302 1.070 -0.509 3.86
C 3.309708 -1.060784 0.031558 1.052 3.865 -5.140 0.05
P 1.981089 -0.905967 -1.217012 1.917 0.572 -1.674 0.14
C 2.070644 -2.568656 -1.985009 0.201 -0.533 0.052 0.03
C 2.732091 0.118166 -2.514923 0.209 0.269 -0.201 0.04
C 4.069285 0.024163 -2.919737 -0.286 -0.709 0.840 0.16
C 4.558990 0.844637 -3.937130 -0.017 1.222 -1.258 0.11
C 3.715573 1.758305 -4.561958 1.158 -0.676 0.295 0.07
C 2.378936 1.855305 -4.171998 -0.559 0.623 -0.450 0.18
C 1.878552 1.042798 -3.147249 -0.269 -0.637 0.982 0.07
P 0.157887 1.069093 -2.567694 1.703 0.712 -1.753 0.13
C -0.292407 2.841243 -2.636883 -0.314 0.671 0.044 0.04
C -0.723614 0.458343 -4.055078 -0.561 -0.004 -0.641 0.03
H 4.222387 -1.509806 -0.369474 -0.069 -0.267 0.241 0.01
H 2.970179 -1.694260 0.857096 -1.036 0.657 -7.980 0.00
H 3.563932 -0.081718 0.448562 -0.051 0.127 -0.812 0.00
H 3.085636 -2.825656 -2.302156 -0.013 0.128 0.013 0.01
H 1.416771 -2.621060 -2.860975 0.041 0.125 0.080 0.00
H 1.737215 -3.330599 -1.274045 0.231 0.203 -0.246 0.00
H 4.745122 -0.689211 -2.458448 -0.116 -0.026 0.068 0.01
H 5.598750 0.766063 -4.243954 -0.091 0.034 -0.003 0.01
H 4.095921 2.394066 -5.357294 -0.008 -0.054 0.067 0.00
H 1.739464 2.566795 -4.685129 -0.059 -0.072 0.066 0.01
H -0.189249 3.269286 -3.637744 0.105 -0.115 -0.003 0.01
H 0.327435 3.424470 -1.949242 0.082 -0.163 -0.088 0.00
H -1.335879 2.970459 -2.332958 0.326 -0.017 -0.069 0.00
H -0.486199 1.043775 -4.948221 0.174 -0.007 0.078 0.00
H -1.805427 0.507118 -3.898539 0.286 -0.037 -0.042 0.00
H -0.461991 -0.585694 -4.252930 0.098 0.115 0.097 0.01
Te 0.261753 1.323825 1.014481 0.226 1.407 0.904 0.06
C 1.684297 1.480644 2.573923 0.364 -0.109 0.275 0.02
C 2.930070 2.069443 2.328592 0.037 -0.176 0.483 0.00
C 3.868286 2.176670 3.360373 -0.465 -0.189 0.201 0.00
C 3.561555 1.696039 4.637746 -0.341 -0.064 -0.408 0.00
C 2.316360 1.108285 4.883600 0.179 0.287 -0.510 0.00
C 1.377631 1.000594 3.852280 0.425 0.861 0.213 0.00
C -0.518514 3.209896 1.575101 -0.281 0.366 -0.054 0.03
C -1.546572 3.288935 2.521374 0.085 0.502 -0.180 0.00
C -2.059140 4.535604 2.894798 0.423 0.032 -0.356 0.00
C -1.543914 5.703614 2.323083 0.191 -0.461 -0.147 0.00
C -0.515709 5.625157 1.377910 -0.221 -0.421 0.286 0.00
C -0.002664 4.378786 1.004055 -0.426 0.156 0.342 0.00
H 3.169750 2.443596 1.341706 -0.015 -0.026 -0.056 0.00
H 4.831483 2.632119 3.170523 0.011 0.008 -0.025 0.00
H 4.287685 1.779370 5.436010 0.016 -0.016 -0.001 0.00
H 2.078887 0.737102 5.872073 -0.022 -0.015 0.016 0.00
H 0.414482 0.546599 4.045974 0.304 0.686 0.082 0.00
H -1.946425 2.387049 2.966586 0.000 -0.031 -0.040 0.00
H -2.854139 4.596477 3.626641 -0.013 -0.012 0.011 0.00
H -1.940541 6.668201 2.612382 -0.011 0.006 -0.006 0.00
H -0.116644 6.529055 0.936257 0.010 0.000 -0.018 0.00
H 0.793804 4.321541 0.273529 -0.005 -0.036 -0.011 0.00
C -1.703794 -3.145464 2.723884 0.344 0.030 -0.203 0.00
C -0.213682 -2.842664 2.997343 0.533 -0.133 -1.075 0.00
C -0.076939 -1.393612 3.514741 0.103 -1.156 -0.493 0.00
C 0.333486 -3.815740 4.058129 -0.019 0.143 -0.222 0.00
Si 0.828055 -3.025389 1.216847 -1.355 1.073 0.637 0.02
O 0.297959 -1.832564 0.185752 2.347 -4.809 3.845 0.07
C 0.507169 -4.762351 0.480463 -0.064 0.157 -0.009 0.00
C -0.081930 -4.867812 -0.796378 -0.091 -0.340 0.233 0.00
C -0.359353 -6.115655 -1.359280 0.077 0.152 0.195 0.00
C -0.053986 -7.280128 -0.660663 0.019 0.078 0.024 0.00
C 0.528555 -7.199722 0.601089 -0.016 0.220 -0.013 0.00
C 0.804993 -5.953334 1.170097 -0.145 -0.094 -0.417 0.00
C 2.704329 -2.838845 1.548718 -1.652 -5.906 3.643 0.00
C 3.622860 -3.899182 1.436748 -0.696 1.107 0.252 0.00
C 4.982469 -3.702516 1.700212 0.713 -0.150 -0.174 0.00
C 5.453107 -2.446107 2.069395 -0.582 -0.046 -0.084 0.00
C 4.568321 -1.376764 2.163459 1.301 -0.201 1.870 0.00
C 3.209870 -1.568268 1.899077 1.404 0.874 6.921 0.00
H -2.296498 -3.037914 3.639558 0.041 0.019 0.088 0.00
H -1.848128 -4.167917 2.357463 0.047 0.065 0.017 0.00
H -2.122278 -2.461528 1.976619 0.106 -0.047 0.049 -0.01
H -0.683557 -1.244951 4.415769 -0.062 -0.080 0.127 0.00
H -0.409947 -0.662987 2.769365 -0.019 -0.320 0.068 0.00
H 0.958372 -1.156387 3.780383 -0.217 -0.550 -0.134 0.00
H -0.155343 -3.647262 5.024907 -0.057 0.053 0.019 0.00
H 1.411292 -3.691633 4.207684 -0.056 0.018 -0.039 0.00
H 0.146376 -4.858673 3.787651 0.002 0.048 -0.037 0.00
H -0.336687 -3.972192 -1.366691 0.069 -0.178 0.306 0.00
H -0.816485 -6.175191 -2.343983 0.065 0.012 0.130 0.00
H -0.270749 -8.250167 -1.100557 0.034 0.110 0.060 0.00
H 0.768174 -8.110752 1.144357 -0.023 0.131 -0.051 0.00
H 1.267065 -5.937770 2.154880 -0.066 0.159 -0.138 0.00
H 3.314034 -4.893187 1.124165 -0.241 0.228 0.004 0.00
H 5.678240 -4.533248 1.604632 -0.131 0.112 0.028 0.00
H 6.511091 -2.295987 2.267263 -0.129 0.005 -0.006 0.00
H 4.934970 -0.389044 2.430895 -0.194 -0.135 -0.004 0.00
H 2.550080 -0.701103 1.953484 -0.175 -0.529 1.328 0.00
C -9.388842 3.514389 -3.378305 -0.648 -0.147 0.477 0.00
C -8.470534 4.466088 -2.667657 -0.870 -0.076 2.296 0.00
O -8.614093 4.808276 -1.501121 0.132 -0.573 -1.772 0.00
S -7.136571 5.062062 -3.651606 1.095 0.704 -0.904 0.00
C -5.846827 3.971195 -3.087914 0.242 -0.316 0.278 0.00
C -5.289627 3.046097 -3.976305 0.217 -0.259 0.168 0.00
C -4.287557 2.170819 -3.546690 -0.463 0.518 -0.259 0.00
C -3.829236 2.219935 -2.225824 0.405 -0.522 0.194 0.01
C -4.373398 3.156173 -1.340745 -0.606 0.556 -0.209 0.00
C -5.376521 4.029623 -1.771835 0.319 -0.206 0.147 0.00
C -2.811991 1.310408 -1.782587 -2.504 1.674 -0.519 0.03
C -1.971676 0.545784 -1.418258 1.616 -2.106 1.359 -0.06
H -10.202769 3.228041 -2.705703 0.107 0.040 -0.054 0.00
H -8.845149 2.610410 -3.666802 0.054 0.223 -0.151 0.00
H -9.822683 3.992120 -4.260934 0.247 -0.106 -0.042 0.00
H -5.630807 2.994027 -5.008166 -0.040 0.070 0.214 0.00
H -3.870130 1.451914 -4.249577 -0.051 0.148 0.223 0.00
H -4.025819 3.212395 -0.310561 0.010 -0.099 -0.254 0.00
H -5.791144 4.750226 -1.068021 0.018 -0.135 -0.245 0.00
H -1.641722 -1.088463 0.056449 0.197 0.660 -0.747 -0.18
```
Positions in Å, forces in eV/Å.

Its multiplicity is 6. As for the expectation value of S²: 8.98. Its LUMO energy (alpha / beta) is 2.10 / 2.09 eV. The value obtained for the gap between HOMO and LUMO (alpha / beta) is 2.6553 / 6.4110 eV. For the HOMO energy (alpha / beta), the calculation gives -0.6 / -4.3 eV. As for the net charge: -1.


# 2
The following is a DFT calculation (ωB97M-V with the def2-TZVPD basis set) of C48H54BrMnN11O3 as an isolated structure.

```
118
Properties=species:S:1:pos:R:3:forces:R:3:lowdin_spin:R:1
Mn -1.468739 0.063188 -1.314246 -0.152 -0.357 -0.537 4.71
C -1.669881 2.053584 1.887065 -0.029 -0.026 0.003 0.00
N -2.195254 2.078272 0.523942 -0.040 0.000 0.066 0.02
C -1.679484 3.271593 -0.149426 -0.035 -0.011 0.004 0.00
C -3.661814 2.146504 0.625444 0.064 -0.028 -0.026 0.00
C -4.388337 1.800083 -0.656960 0.014 -0.021 0.030 0.00
N -4.353778 0.366719 -0.949676 0.001 0.040 -0.090 0.02
C -5.211380 -0.353952 -0.018040 -0.054 -0.035 0.001 0.00
C -4.845312 0.138421 -2.308992 0.006 -0.005 0.010 0.00
H -2.068363 2.892531 2.478500 0.006 0.003 0.001 0.00
H -0.585044 2.138128 1.881997 0.043 -0.013 -0.020 0.00
H -1.950857 1.121871 2.381328 0.004 0.009 0.005 0.00
H -1.946605 4.183426 0.407818 0.012 0.003 0.007 0.00
H -2.080146 3.348409 -1.157420 -0.016 0.005 -0.047 0.00
H -0.590284 3.212285 -0.200446 0.000 -0.012 -0.015 0.00
H -3.956457 3.156662 0.950260 -0.014 0.010 -0.009 0.00
H -3.968347 1.464810 1.422116 0.013 0.019 -0.022 0.00
H -3.949012 2.333629 -1.497036 0.064 0.052 -0.097 0.00
H -5.434993 2.138775 -0.570343 0.004 0.019 0.009 0.00
H -6.203143 0.119862 0.058103 -0.004 -0.006 -0.013 0.00
H -4.775011 -0.404150 0.980111 -0.023 0.013 -0.017 0.00
H -5.361055 -1.375417 -0.369676 -0.016 0.027 0.024 0.00
H -4.726225 -0.912668 -2.570857 -0.026 0.037 0.014 0.00
H -4.270404 0.734139 -3.011710 0.082 0.030 -0.045 0.00
H -5.909030 0.410170 -2.401081 0.010 0.013 -0.002 0.00
C 3.234269 -4.346012 11.264635 -0.012 0.007 0.013 0.00
O 2.026341 -4.690410 10.610595 0.038 -0.046 0.049 0.00
C 1.795458 -4.145510 9.393799 -0.015 0.026 0.000 0.00
C 2.640334 -3.235964 8.770043 0.014 0.017 -0.029 0.00
C 2.299696 -2.739800 7.517560 0.009 0.007 0.010 0.00
C 1.131879 -3.129895 6.879070 -0.009 0.018 -0.065 0.00
C 0.293204 -4.045748 7.521174 -0.014 -0.012 0.016 0.00
C 0.618414 -4.547253 8.760337 -0.032 0.000 -0.037 0.00
C 0.747831 -2.621380 5.557745 0.018 -0.002 0.082 0.00
N -0.298417 -3.018462 4.873046 0.020 0.014 -0.046 0.00
C -0.272989 -2.279721 3.716144 -0.069 -0.036 0.007 0.00
C 0.798729 -1.425593 3.702428 0.057 0.034 -0.001 0.00
N 1.452965 -1.653800 4.891951 -0.053 -0.006 -0.058 0.00
C 1.089867 -0.543491 2.616859 0.092 0.026 0.056 0.00
C 2.186923 0.325497 2.554650 -0.025 -0.046 0.038 0.00
C 2.353673 1.105422 1.439564 -0.018 0.041 -0.050 0.00
C 1.424958 0.997173 0.399760 0.033 0.072 0.021 0.00
N 0.380366 0.193836 0.435658 -0.050 0.034 -0.031 0.02
C 0.199300 -0.565192 1.527412 -0.131 -0.109 0.052 0.00
C -0.971918 -1.439868 1.547766 0.170 0.123 0.014 0.00
N -1.796152 -1.373117 0.489596 0.045 0.058 0.272 0.03
C -2.815053 -2.200615 0.435879 0.026 -0.081 0.040 0.01
C -3.112009 -3.118701 1.451007 -0.034 0.017 -0.094 0.00
C -2.305675 -3.167316 2.557364 0.061 -0.005 0.051 0.00
C -1.195669 -2.313643 2.617668 -0.061 -0.076 0.070 0.00
H 3.248443 -4.914814 12.189063 0.002 -0.002 0.013 0.00
H 3.268134 -3.278381 11.495982 0.007 -0.002 -0.002 0.00
H 4.102423 -4.616528 10.658707 0.003 -0.004 0.008 0.00
H 3.556652 -2.908521 9.239311 -0.022 -0.007 -0.018 0.00
H 2.982364 -2.038989 7.051089 -0.001 -0.006 0.001 0.00
H -0.616726 -4.353435 7.024218 0.007 0.005 0.002 0.00
H -0.024753 -5.255836 9.265379 0.012 0.009 -0.006 0.00
H 2.267530 -1.178343 5.232067 0.031 0.009 0.011 0.00
H 2.894167 0.376970 3.374407 -0.003 0.004 -0.005 0.00
H 3.185746 1.790090 1.342237 -0.003 -0.007 0.005 0.00
H 1.542503 1.587360 -0.495854 -0.007 -0.046 0.091 0.00
H -3.406790 -2.136486 -0.462372 0.052 0.001 0.056 0.00
H -3.968129 -3.770943 1.344496 0.000 0.000 0.008 0.00
H -2.489279 -3.851177 3.375999 -0.005 0.007 -0.008 0.00
C -3.425509 -3.483210 -2.581468 -0.043 -0.023 -0.013 0.00
C -2.556398 -2.537672 -3.413080 -0.001 0.000 0.009 0.01
C -1.909768 -3.341880 -4.547406 0.027 -0.027 -0.004 0.00
C -1.501617 -1.770722 -2.600503 0.013 0.101 0.182 0.04
H -3.979728 -4.175790 -3.221302 0.008 0.011 0.001 0.00
H -4.170913 -2.949400 -1.984625 0.032 -0.038 -0.036 0.00
H -2.809355 -4.080856 -1.900240 -0.010 0.013 -0.023 0.00
H -3.230632 -1.815834 -3.883459 -0.045 0.069 -0.071 0.00
H -1.233243 -4.097169 -4.132319 -0.014 0.009 -0.010 0.00
H -1.321375 -2.685840 -5.192363 0.008 -0.035 0.026 0.00
H -2.651683 -3.855751 -5.169455 0.006 0.005 0.020 0.00
H -0.824115 -1.340040 -3.349100 0.019 -0.006 -0.038 0.01
H -0.899634 -2.534479 -2.067481 0.024 0.011 -0.038 0.01
C 1.432945 2.811997 -2.624471 -0.002 -0.001 0.002 0.00
C 1.684028 1.386610 -2.968616 0.013 0.008 0.030 0.00
N 1.031142 0.362697 -2.475098 0.026 -0.086 -0.050 0.02
C 1.654577 -0.765849 -2.960002 -0.076 0.019 -0.045 0.00
C 2.688992 -0.414557 -3.765774 0.066 0.015 0.087 0.00
N 2.713857 0.967635 -3.760007 -0.104 -0.064 -0.215 0.00
C 3.657056 1.785318 -4.483454 0.034 -0.042 0.153 0.00
N 4.290940 2.726012 -3.591473 0.068 -0.025 -0.003 0.00
N 4.272786 4.051026 -3.850732 0.041 0.010 0.022 0.00
N 4.822382 4.683153 -2.886364 0.006 -0.025 0.025 0.00
C 5.211658 3.763502 -1.930820 -0.004 0.109 -0.031 0.00
C 5.824531 3.943216 -0.686518 -0.003 0.019 0.003 0.00
C 6.055937 2.815911 0.065636 -0.009 -0.035 -0.014 0.00
C 5.686213 1.531680 -0.395747 0.025 0.017 0.022 0.00
C 5.083362 1.338458 -1.616985 0.010 0.024 -0.018 0.00
C 4.866537 2.493121 -2.379586 -0.083 -0.090 0.014 0.00
H 0.400259 2.907067 -2.298020 -0.040 0.012 -0.014 0.00
H 1.599793 3.476241 -3.466691 -0.037 0.050 -0.104 0.00
H 2.094340 3.140381 -1.814470 -0.002 0.016 -0.033 0.00
H 1.288815 -1.751470 -2.726675 0.008 0.017 0.000 0.00
H 3.391198 -0.994667 -4.340724 -0.023 0.019 0.001 0.00
H 3.193461 2.361724 -5.282437 -0.058 0.052 0.028 0.00
H 4.403830 1.112955 -4.904944 -0.013 0.012 -0.080 0.00
H 6.095965 4.931129 -0.339752 -0.001 -0.008 -0.009 0.00
H 6.530032 2.906790 1.034076 0.002 -0.005 -0.002 0.00
H 5.883089 0.673390 0.234458 -0.007 0.008 -0.002 0.00
H 4.784271 0.356140 -1.958058 0.003 0.009 0.010 0.00
Br -2.247906 0.123942 -5.880666 0.038 -0.096 0.051 0.00
C -1.184964 1.687200 -5.918322 -0.028 -0.068 0.056 0.00
C -0.376941 1.896547 -7.026141 0.028 0.023 -0.028 0.00
C 0.338602 3.078941 -7.140663 -0.005 -0.023 -0.003 0.00
C 0.203484 4.060889 -6.168481 -0.004 0.005 0.027 0.00
C -0.615111 3.832793 -5.073340 0.049 0.064 0.063 0.00
C -1.285942 2.624492 -4.900338 0.000 0.008 -0.002 0.00
C -2.085491 2.436465 -3.617915 -0.080 0.025 0.216 0.01
O -2.913192 3.309896 -3.347423 0.057 -0.126 0.083 0.01
O -1.774161 1.426590 -2.903328 0.036 0.305 -0.024 0.05
H -0.327132 1.141505 -7.799004 -0.005 0.006 0.001 0.00
H 0.971068 3.241807 -8.004428 -0.008 0.006 0.002 0.00
H 0.722551 5.006349 -6.267273 0.001 -0.021 -0.002 0.00
H -0.752520 4.603350 -4.323861 0.011 -0.029 0.007 0.00
```
Positions in Å, forces in eV/Å.

Its multiplicity is 6. As for the expectation value of S²: 8.75. Its LUMO energy (alpha / beta) is -0.28 / -0.32 eV. The value obtained for the gap between HOMO and LUMO (alpha / beta) is 5.7343 / 6.4619 eV. For the HOMO energy (alpha / beta), the calculation gives -6.0 / -6.8 eV. Its energy above the lowest of the compared OMol25 structures with the same formula, charge and spin is 0.00 kcal/mol.